Model A:
The following is a DFT calculation (ωB97M-V/def2-TZVPD) of a molecular structure, C37H36ClF4N3O2P2Pd.

Each line ends with the Mulliken spin population.
Element x y z (Å)
Pd: -0.104 0.196 -0.356  1.07
C: -0.872 -2.765 0.146  -0.03
N: -0.875 -1.809 -0.971  0.21
C: -0.076 -2.364 -2.083  -0.01
C: -2.260 -1.540 -1.398  -0.02
C: -2.368 -0.367 -2.348  -0.05
N: -1.617 0.780 -1.850  0.60
C: -1.566 1.923 -2.540  0.10
C: -0.666 2.944 -2.115  0.09
F: 0.114 2.717 -1.049  0.00
C: -0.547 4.140 -2.768  -0.08
F: 0.319 5.039 -2.315  -0.01
C: -1.312 4.418 -3.893  0.24
C: -2.198 3.454 -4.346  -0.07
F: -2.940 3.690 -5.415  -0.01
C: -2.330 2.242 -3.704  0.19
F: -3.202 1.366 -4.187  0.02
H: -1.208 -3.750 -0.193  0.01
H: -1.559 -2.415 0.915  0.00
H: 0.140 -2.847 0.540  0.00
H: -0.566 -3.263 -2.467  0.01
H: 0.910 -2.634 -1.713  0.00
H: 0.033 -1.635 -2.881  0.00
H: -2.845 -1.350 -0.501  0.01
H: -2.680 -2.431 -1.879  0.00
H: -3.423 -0.121 -2.480  0.03
H: -1.985 -0.623 -3.341  0.02
H: -1.217 5.364 -4.408  0.01
C: -0.109 -1.832 3.494  0.00
N: 0.205 -0.475 2.975  0.22
P: 1.836 -0.114 2.819  0.48
C: 2.765 -0.846 4.154  0.09
C: 2.351 -0.763 5.488  0.02
C: 3.157 -1.291 6.478  0.00
C: 4.363 -1.900 6.144  0.01
C: 4.768 -1.991 4.821  0.01
C: 3.967 -1.466 3.816  0.07
C: 2.110 1.649 2.716  0.12
C: 2.113 2.437 3.872  0.02
C: 2.390 3.786 3.769  0.01
C: 2.672 4.350 2.528  0.00
C: 2.680 3.569 1.385  0.01
C: 2.407 2.211 1.477  0.06
P: -0.925 0.448 1.982  0.26
C: -1.003 2.058 2.789  -0.01
C: -0.803 3.218 2.052  0.01
C: -0.925 4.457 2.667  0.01
C: -1.235 4.535 4.015  0.00
C: -1.436 3.374 4.756  0.00
C: -1.328 2.138 4.145  0.01
C: -2.593 -0.178 2.299  0.00
C: -3.502 0.225 1.316  0.01
C: -4.860 0.006 1.474  0.00
C: -5.330 -0.629 2.614  0.00
C: -4.440 -1.013 3.607  0.00
C: -3.081 -0.774 3.462  0.00
H: -0.326 -1.780 4.559  0.01
H: 0.746 -2.490 3.345  0.00
H: -0.957 -2.251 2.965  0.00
H: 1.410 -0.294 5.750  0.00
H: 2.851 -1.229 7.514  0.00
H: 4.988 -2.310 6.926  0.00
H: 5.703 -2.471 4.570  0.00
H: 4.276 -1.539 2.780  0.02
H: 1.895 2.006 4.840  0.00
H: 2.393 4.401 4.659  0.00
H: 2.899 5.406 2.460  0.00
H: 2.908 4.010 0.424  0.00
H: 2.428 1.588 0.590  -0.04
H: -0.545 3.166 1.005  -0.01
H: -0.773 5.360 2.090  0.00
H: -1.329 5.501 4.493  0.00
H: -1.689 3.438 5.806  0.00
H: -1.516 1.242 4.725  0.00
H: -3.146 0.739 0.428  -0.01
H: -5.553 0.334 0.709  0.00
H: -6.389 -0.812 2.737  0.00
H: -4.804 -1.488 4.508  0.00
H: -2.425 -1.047 4.276  0.00
Cl: 4.415 -2.076 -0.469  0.00
C: 3.709 -0.789 -1.456  0.00
C: 2.301 -0.439 -1.053  0.02
O: 1.565 0.164 -1.869  0.12
O: 1.861 -0.722 0.112  0.13
H: 3.729 -1.084 -2.501  0.00
H: 4.323 0.105 -1.346  0.00

Properties
Total charge: +2
Orbital gap (alpha / beta), eV: 8.63 / 6.75
M, g/mol: 834.5
Multiplicity: 5

Model B:
The following is a DFT calculation (ωB97M-V/def2-TZVPD) of a molecular structure, C37H36ClF4N3O2P2Pd.

Each line ends with the Mulliken spin population.
Element x y z (Å)
Pd: 0.676 -1.320 -0.829  1.24
C: 1.574 -3.487 1.265  -0.02
N: 1.674 -3.191 -0.171  0.22
C: 3.092 -3.169 -0.576  -0.01
C: 0.935 -4.179 -0.982  0.02
C: -0.567 -4.070 -0.799  -0.10
N: -0.991 -2.707 -1.096  0.65
C: -2.259 -2.422 -1.376  0.06
C: -2.575 -1.114 -1.845  0.11
F: -1.583 -0.225 -1.970  0.01
C: -3.845 -0.751 -2.204  -0.05
F: -4.066 0.478 -2.660  -0.01
C: -4.898 -1.649 -2.092  0.23
C: -4.640 -2.919 -1.601  -0.05
F: -5.633 -3.782 -1.450  -0.01
C: -3.368 -3.309 -1.249  0.16
F: -3.191 -4.518 -0.733  0.02
H: 1.959 -4.492 1.469  0.01
H: 0.540 -3.432 1.596  0.00
H: 2.159 -2.765 1.827  0.01
H: 3.556 -4.138 -0.373  0.01
H: 3.614 -2.395 -0.018  0.00
H: 3.162 -2.957 -1.641  0.00
H: 1.262 -5.192 -0.728  0.01
H: 1.186 -3.998 -2.029  0.01
H: -0.868 -4.320 0.223  0.03
H: -1.050 -4.796 -1.453  0.02
H: -5.902 -1.363 -2.375  0.00
C: -0.256 2.466 1.959  0.04
N: -0.041 1.510 0.838  0.11
P: -0.138 -0.184 1.151  0.16
C: 0.773 -0.377 2.690  0.04
C: 0.164 -0.548 3.930  0.00
C: 0.946 -0.640 5.074  0.00
C: 2.328 -0.554 4.981  0.00
C: 2.940 -0.381 3.744  0.00
C: 2.167 -0.298 2.598  0.02
C: -1.872 -0.536 1.485  0.04
C: -2.197 -1.774 2.048  0.01
C: -3.521 -2.158 2.171  -0.01
C: -4.533 -1.314 1.726  0.01
C: -4.217 -0.085 1.167  0.00
C: -2.889 0.304 1.043  0.01
P: 0.603 2.073 -0.592  0.23
C: 1.849 3.284 -0.310  0.11
C: 1.824 4.509 -0.992  0.05
C: 2.828 5.432 -0.762  -0.02
C: 3.853 5.137 0.129  0.07
C: 3.886 3.917 0.798  -0.03
C: 2.895 2.984 0.575  0.08
C: -0.599 2.653 -1.765  0.15
C: -1.850 3.142 -1.381  0.05
C: -2.711 3.634 -2.346  -0.01
C: -2.338 3.620 -3.685  0.04
C: -1.102 3.116 -4.070  -0.01
C: -0.229 2.629 -3.112  0.07
H: -0.579 1.915 2.839  0.00
H: -1.026 3.190 1.699  0.00
H: 0.668 2.990 2.199  0.00
H: -0.914 -0.611 4.012  0.00
H: 0.474 -0.774 6.037  0.00
H: 2.932 -0.625 5.876  0.00
H: 4.018 -0.319 3.676  0.00
H: 2.641 -0.181 1.629  0.00
H: -1.414 -2.432 2.411  0.00
H: -3.768 -3.111 2.620  0.00
H: -5.568 -1.612 1.829  0.00
H: -5.005 0.578 0.833  0.00
H: -2.647 1.256 0.589  0.00
H: 1.020 4.742 -1.677  0.01
H: 2.811 6.383 -1.275  0.00
H: 4.637 5.863 0.300  0.00
H: 4.695 3.693 1.479  0.00
H: 2.931 2.020 1.063  0.01
H: -2.138 3.173 -0.338  0.00
H: -3.671 4.037 -2.054  0.00
H: -3.017 4.005 -4.434  0.00
H: -0.820 3.102 -5.114  0.00
H: 0.732 2.223 -3.411  -0.02
Cl: 5.197 0.886 -1.427  0.00
C: 3.980 0.396 -2.617  -0.01
C: 2.746 -0.214 -1.996  -0.03
O: 1.975 -0.878 -2.724  0.05
O: 2.490 -0.034 -0.757  0.18
H: 4.422 -0.317 -3.307  0.00
H: 3.684 1.279 -3.184  0.00

Properties
Total charge: +2
Orbital gap (alpha / beta), eV: 8.50 / 6.51
M, g/mol: 834.5
Multiplicity: 5

Going by the energies, model B is most stable and the next is 0.0198 hartree up.

Model A:
The following is a DFT calculation (ωB97M-V/def2-TZVPD) of a single C4H8P2 molecule.

Each line ends with the natural charge from an NBO analysis.
Element x y z (Å)
C: 0.739 -0.766 -1.373  -0.24
C: -1.333 0.796 0.219  -0.61
C: 1.972 -1.499 -1.664  -0.77
C: -1.719 0.744 1.714  -0.65
P: -0.540 2.261 -0.755  0.07
P: 0.583 0.529 -0.211  0.62
H: -2.183 0.355 -0.291  0.23
H: 2.354 -2.197 -0.747  0.25
H: 2.845 -0.903 -1.761  0.25
H: 1.779 -2.048 -2.553  0.23
H: -1.287 1.555 2.267  0.21
H: -1.398 -0.227 2.340  0.21
H: -2.823 0.972 1.703  0.23
H: 1.012 0.427 1.113  -0.04

Properties
Orbital gap (alpha / beta), eV: 6.12 / 6.12
M, g/mol: 118.1

Model B:
The following is a DFT calculation (ωB97M-V/def2-TZVPD) of 2 unconnected molecules or ions with the total composition C4H8P2.

Each line ends with the natural charge from an NBO analysis.
Element x y z (Å)
H: -1.529 0.632 2.065  -0.06
P: -1.709 1.729 1.141  0.38
C: -1.459 0.834 -0.196  -0.54
C: -1.547 1.372 -1.508  -0.67
H: -1.137 -0.274 -0.156  0.21
H: -1.959 2.342 -1.677  0.22
H: -2.148 0.666 -2.070  0.22
H: -0.620 1.407 -1.869  0.22
C: 2.449 -1.305 1.003  -0.75
C: 1.352 -1.760 0.224  -0.46
P: 0.089 -2.194 -0.566  0.47
H: 2.133 -0.285 1.403  0.25
H: 3.388 -1.032 0.554  0.25
H: 2.699 -2.132 1.654  0.25

Properties
Orbital gap, eV: 9.88
M, g/mol: 118.1
Structure (SMILES): [H]/P=C/C.CC#P

Going by the energies, model B is most stable and the next is 0.1001 hartree up.

Model A:
The following is a DFT calculation (ωB97M-V/def2-TZVPD) of a gas-phase ion, C4H9N4O (charge +1).

Each line ends with the natural charge from an NBO analysis.
Element x y z (Å)
N: 2.407 -0.703 0.741  -0.84
C: 1.367 -0.201 0.025  0.68
O: 1.426 -0.300 -1.325  -0.70
N: 1.096 1.245 0.562  -0.39
C: -0.054 1.741 0.409  0.14
C: -1.229 1.103 -0.188  -0.56
C: -1.192 -0.354 0.043  0.56
N: -2.388 -0.931 -0.115  -0.74
N: -0.050 -0.883 0.163  -0.53
H: 3.027 -1.282 0.135  0.40
H: 2.767 -0.393 1.613  0.44
H: 2.292 -0.361 -1.731  0.51
H: -0.279 2.588 1.008  0.21
H: -2.159 1.515 0.242  0.26
H: -1.330 1.226 -1.330  0.30
H: -3.215 -0.261 -0.349  0.44
H: -2.575 -1.901 -0.040  0.43
H: 0.090 -1.846 0.137  0.41

Properties
Total charge: +1
Orbital gap, eV: 10.58
M, g/mol: 129.1
Structure (SMILES): N[C@]1(O)N=CCC(=[NH2+])N1

Model B:
The following is a DFT calculation (ωB97M-V/def2-TZVPD) of a gas-phase ion, C4H9N4O (charge +1).

Each line ends with the natural charge from an NBO analysis.
Element x y z (Å)
C: 1.881 -0.047 0.124  -0.43
N: 0.590 -0.213 -0.713  -0.27
C: 0.106 -1.627 -0.231  -0.05
N: -0.798 -1.301 0.820  -0.48
C: -1.108 -0.135 0.978  0.69
N: -1.787 0.606 1.799  -0.80
N: -0.318 0.773 -0.371  -0.39
C: -0.742 1.469 -1.427  0.52
O: -0.169 1.325 -2.485  -0.57
H: 2.209 1.062 0.247  0.26
H: 1.657 -0.448 1.123  0.23
H: 2.722 -0.633 -0.366  0.25
H: 0.699 0.003 -1.807  0.49
H: 0.986 -2.284 0.188  0.24
H: -0.283 -2.263 -0.972  0.24
H: -2.051 0.097 2.663  0.46
H: -1.874 1.593 1.569  0.45
H: -1.719 2.021 -1.139  0.17

Properties
Total charge: +1
Orbital gap, eV: 11.56
M, g/mol: 129.1
Structure (SMILES): C[N@H+]1CN=C(N)N1C=O

Going by the energies, model A is most stable and the next is 0.0877 hartree up.

Model A:
The following is a DFT calculation (ωB97M-V/def2-TZVPD) of a single C2H3FO2 molecule.

Each line ends with the natural charge from an NBO analysis.
Element x y z (Å)
C: -0.072 -0.576 0.423  -0.18
C: -0.632 0.523 -0.464  0.37
O: 1.313 -0.701 -0.171  -0.28
O: 1.624 0.734 -0.130  -0.24
F: -1.538 1.259 0.178  -0.30
H: 0.029 -0.244 1.447  0.21
H: -0.425 -1.564 0.265  0.20
H: -0.300 0.568 -1.547  0.22

Properties
Orbital gap (alpha / beta), eV: 9.97 / 7.46
M, g/mol: 78.0

Model B:
The following is a DFT calculation (ωB97M-V/def2-TZVPD) of a single C2H3FO2 molecule.

Each line ends with the natural charge from an NBO analysis.
Element x y z (Å)
C: 0.842 -0.069 0.004  -0.70
C: -0.637 -0.033 0.086  0.77
F: -0.943 -1.331 0.100  -0.33
O: -1.341 0.813 -0.681  -0.25
O: -1.525 0.812 0.722  -0.24
H: 1.220 -0.951 0.570  0.25
H: 1.148 0.969 0.233  0.24
H: 1.235 -0.209 -1.034  0.25

Properties
Orbital gap, eV: 11.73
M, g/mol: 78.0
Structure (SMILES): CC1(F)OO1

Model C:
The following is a DFT calculation (ωB97M-V/def2-TZVPD) of 2 unconnected molecules or ions with the total composition C2H3FO2.

Each line ends with the natural charge from an NBO analysis.
Element x y z (Å)
C: -0.915 -0.635 0.207  -0.84
C: -1.397 0.544 -0.005  0.74
O: -1.782 1.619 -0.211  -0.44
H: -0.167 -0.760 0.972  0.28
H: -1.344 -1.515 -0.227  0.27
O: 1.569 0.252 0.166  -0.33
F: 2.821 0.692 -0.278  -0.15
H: 1.215 -0.198 -0.623  0.47

Properties
Orbital gap, eV: 10.52
M, g/mol: 78.0
Structure (SMILES): C=C=O.OF

Going by the energies, model B is most stable and the next is 0.0400 hartree up.